Molecular formula: C57H133N7O10
Method: DFT, ωB97M-V/def2-TZVPD

XYZ file:
```
207
Properties=species:S:1:pos:R:3
C 5.08168 1.69266 -1.46674
C 5.89858 0.93436 -0.43880
C 6.31661 -0.39485 -1.13210
C 7.14405 1.65323 -0.00122
C 6.85558 2.71938 1.05466
C 6.16904 2.03065 2.23713
C 4.81989 1.45910 1.76747
C 4.32782 0.64876 2.95654
C 3.72493 2.44708 1.33816
N 5.18177 0.43802 0.71245
O 3.96124 -0.14110 0.24088
H 4.96718 2.71403 -1.28949
H 5.52323 1.70938 -2.47615
H 4.09208 1.27815 -1.58198
H 6.92238 -0.18995 -1.98427
H 6.84670 -1.02650 -0.37685
H 5.47388 -1.02392 -1.37807
H 7.81035 0.88295 0.46164
H 7.67123 2.08503 -0.84985
H 7.81065 3.17992 1.27145
H 6.13031 3.43069 0.64448
H 6.01243 2.76722 3.05873
H 6.78663 1.18803 2.58096
H 5.17101 -0.03794 3.18632
H 3.40899 0.10026 2.95270
H 4.19859 1.32839 3.79747
H 3.95971 3.01486 0.46371
H 3.50466 3.11866 2.19194
H 2.93474 1.75896 1.07824
H 3.90565 -0.91603 0.82812
C -8.03517 1.95534 0.01699
C -6.78242 1.48945 -0.67447
C -5.52604 1.50448 0.39340
C -6.89220 -0.06158 -1.06780
C -5.65957 -0.52754 -1.88024
C -5.47872 0.35731 -3.06371
C -5.43071 1.94077 -2.80532
C -4.06955 2.45401 -2.34907
C -5.77899 2.51136 -4.13007
N -6.61756 2.27781 -1.89021
O -6.47298 3.63122 -1.56517
H -7.88559 2.97750 0.32353
H -8.99836 1.77295 -0.48485
H -8.11514 1.60243 1.05205
H -6.00177 1.25333 1.35821
H -4.72974 0.75990 0.16555
H -5.13175 2.59335 0.50933
H -6.99380 -0.67037 -0.16054
H -7.88865 -0.15391 -1.47490
H -4.70776 -0.49967 -1.25782
H -5.71887 -1.60196 -2.03020
H -6.27579 0.16498 -3.84078
H -4.49640 0.10042 -3.50418
H -3.25179 2.33365 -3.08081
H -3.75889 2.05423 -1.37574
H -4.24042 3.49533 -2.17999
H -6.79228 2.19131 -4.45361
H -5.13854 2.15485 -4.91035
H -5.74174 3.66161 -4.12166
H -7.19796 3.97921 -2.08699
C 4.15259 -2.61929 6.38453
C 2.66932 -2.43476 6.33581
C 2.05877 -2.52728 7.79296
C 2.39683 -1.07862 5.76014
C 0.89203 -0.83029 5.31470
C 0.37138 -1.99022 4.49637
C 0.63906 -3.36447 5.08696
C -0.31431 -3.67909 6.20352
C 0.42617 -4.50563 4.09305
N 2.06674 -3.43639 5.38147
O 2.32951 -4.73539 5.87592
H 4.44487 -2.56397 5.34253
H 4.57243 -1.72836 6.85908
H 4.49210 -3.51250 6.91648
H 2.58626 -1.80417 8.47260
H 1.00457 -2.36601 7.82930
H 2.22811 -3.46546 8.25611
H 2.66049 -0.30406 6.47598
H 3.01208 -0.92349 4.86919
H 0.34550 -0.68738 6.24259
H 0.93138 -0.00173 4.62141
H 0.69871 -2.04894 3.42745
H -0.71289 -2.02740 4.33688
H -0.55943 -2.69609 6.63960
H 0.03848 -4.46194 6.91966
H -1.25149 -3.98107 5.74677
H -0.53796 -4.54461 3.66406
H 0.53663 -5.38930 4.72075
H 1.19102 -4.48024 3.29708
H 3.01083 -5.18694 5.40127
C -4.50395 5.62968 1.94051
C -3.03667 5.98133 1.91824
C -2.68438 6.55991 3.34133
C -2.11907 4.70575 1.68613
C -2.37919 4.26219 0.27886
C -2.04438 5.26989 -0.76247
C -2.78065 6.60950 -0.48146
C -2.09657 7.74340 -1.33907
C -4.23893 6.42656 -0.92482
N -2.59744 6.98867 0.94248
O -3.39842 8.19178 1.15675
H -4.83379 4.83280 1.28733
H -4.66671 5.17291 2.90259
H -5.16607 6.44354 1.72384
H -1.58503 6.64070 3.39439
H -3.31344 7.44699 3.61086
H -2.96893 5.91522 4.17973
H -1.05954 4.96142 1.78435
H -2.45583 3.94298 2.40519
H -1.97382 3.27997 0.12973
H -3.43539 4.02989 0.33564
H -2.26009 4.95740 -1.78184
H -0.96384 5.45857 -0.79624
H -1.10189 7.99840 -0.82388
H -2.62029 8.72625 -1.53089
H -1.72813 7.41982 -2.30163
H -4.50800 6.92350 -1.85077
H -4.93990 6.78540 -0.19008
H -4.51715 5.40186 -0.98224
H -2.66056 8.73400 1.45074
C 4.32827 -7.06936 2.61669
O 4.60938 -5.87333 1.84624
C 4.02902 -4.77738 2.48743
C 4.14542 -3.54875 1.62859
C 5.56831 -3.04882 1.69952
N 3.16146 -2.46170 1.98342
H 4.61051 -6.93852 3.68422
H 4.94649 -7.82025 2.13538
H 3.28463 -7.41230 2.50579
H 2.92992 -4.97996 2.63695
H 4.48090 -4.65632 3.48235
H 4.00211 -3.86742 0.59332
H 5.87654 -2.31497 0.95944
H 6.20191 -3.96131 1.60712
H 5.86485 -2.60316 2.62396
H 2.22201 -2.84665 1.76462
H 3.13782 -2.39122 3.00158
C -2.30346 0.57153 2.87134
O -1.18744 0.54251 2.02157
C -1.50144 0.24365 0.66510
C -0.27838 0.23633 -0.20572
C -0.73558 -0.23444 -1.59994
N 0.72253 -0.68696 0.34610
H -2.85007 1.51056 2.69888
H -1.86042 0.53067 3.86383
H -2.96153 -0.29747 2.78736
H -1.86128 -0.75728 0.64231
H -2.28077 0.93963 0.38638
H 0.11668 1.24700 -0.25544
H -1.07360 -1.26496 -1.48941
H 0.13632 -0.12741 -2.26082
H -1.57785 0.32076 -1.91242
H 1.69843 -0.52622 0.06542
H 0.81747 -0.49176 1.30995
C 4.13937 -5.50853 -4.64823
O 3.23963 -4.48644 -5.00211
C 3.12625 -3.57104 -3.96135
C 2.08024 -2.48903 -4.41897
C 2.34058 -1.26245 -3.57654
N 0.75454 -3.08307 -4.47990
H 5.08755 -5.09672 -4.31086
H 4.15416 -6.11279 -5.53030
H 3.67182 -6.16487 -3.85202
H 2.80213 -4.01787 -3.02375
H 4.04605 -2.96283 -3.77920
H 2.42534 -2.35163 -5.45283
H 2.27997 -1.48382 -2.53394
H 1.75013 -0.41538 -3.93264
H 3.34003 -0.82585 -3.79649
H 0.83124 -3.81747 -5.15944
H 0.60305 -3.46789 -3.55917
C -2.09615 3.23139 -6.84390
C -1.23034 2.23816 -6.09703
C -0.09367 3.04421 -5.34184
O -2.03305 1.42771 -5.21705
H -1.37250 3.76218 -7.45029
H -2.60401 3.86221 -6.09659
H -2.68359 2.64172 -7.51373
H -0.68235 1.60007 -6.79109
H 0.69358 3.34173 -6.00440
H 0.39972 2.44296 -4.60139
H -0.54427 3.96237 -4.83995
H -1.72089 0.54131 -5.26985
C -0.74520 -4.38828 0.70274
C 0.58027 -4.66023 0.07020
C 0.58578 -5.70433 -1.02714
O 1.14928 -3.46509 -0.47989
H -0.55512 -3.65101 1.52361
H -1.16541 -5.32946 1.11390
H -1.43252 -4.02205 -0.00419
H 1.26814 -5.08577 0.85742
H 1.64843 -5.98919 -1.09813
H 0.28623 -5.27311 -1.97976
H -0.00521 -6.56736 -0.71553
H 0.79414 -2.70744 -0.02330
C -3.33571 -1.63165 -6.49191
C -2.72654 -1.89303 -5.12709
C -2.54124 -3.43725 -4.90528
O -1.42449 -1.30108 -5.02628
H -4.29150 -2.18593 -6.47493
H -2.83277 -2.12648 -7.39725
H -3.53389 -0.51672 -6.61012
H -3.30521 -1.44631 -4.32806
H -3.44887 -3.96564 -4.75767
H -1.93315 -3.54600 -3.94919
H -1.98608 -3.91075 -5.73970
H -0.71722 -1.97531 -4.98430
```

**HOMO-LUMO gap**: 9.0 eV
**LUMO energy**: 0.5 eV
**SMILES string**: CC1(C)CCCC(C)(C)N1O.CC1(C)CCCC(C)(C)N1O.CC1(C)CCCC(C)(C)N1O.CC1(C)CCCC(C)(C)N1O.COC[C@H](C)N.COC[C@H](C)N.COC[C@H](C)N.CC(C)O.CC(C)O.CC(C)O
**ΔE to the lowest compared entry with this formula, charge and spin**: 54.6 kcal per mole
**Energy**: -92163.6252 eV

Mulliken atomic charge list, values in e, 4 entries:
1 C -1.92
2 C 1.92
3 C -2.12
4 C -1.38